Molecular formula: H30O15
Method: DFT, wB97M-V/def2-TZVPD

Properties
HOMO-LUMO gap = 10.070 eV
charge = 0
energy relative to the best compared isomer or geometry (same formula, charge and spin) = 5.936 eV
F_max = 8.4 eV Å⁻¹
total energy = -31195.7299 eV
LUMO = -0.15 eV

Element x y z (Å)
O -2.55828 -2.15716 -2.32898
H -1.63868 4.98858 0.14786
H 0.26173 1.92049 -0.47208
H 0.36026 1.81052 2.41222
H 2.74531 -1.82786 -0.01977
O -1.64984 -0.49522 1.06140
H 2.18842 1.04407 -2.07960
H 0.05673 -0.75169 -2.04178
H 1.18455 -4.57305 -2.50120
O -1.33393 4.48735 -0.58964
H -0.77520 1.56726 -1.34682
H 2.00467 4.42216 -0.44038
O 1.99378 -2.13829 0.51786
O -0.30746 -0.47581 -1.25253
H 4.14687 -1.83843 -0.89103
H -2.13745 -2.18394 -1.35558
H 0.43596 -3.18330 2.54544
O 2.60412 1.48862 -1.39568
H 4.60666 -0.50841 -1.85920
H 1.52920 -3.87371 -1.08949
H -0.62297 -1.99808 -4.13923
H 0.09734 -0.80894 -0.51182
H -1.10894 -0.09241 1.78060
O -3.67800 -1.53872 2.35718
O 1.45175 4.53887 0.42369
H -1.79849 0.42352 0.56541
H -3.48589 -2.06023 3.15454
O 3.96963 -1.18325 -1.61648
H -2.88226 -1.10405 1.99355
O -2.31071 3.21430 2.39832
O -0.24054 1.15120 2.64363
H 2.22212 4.52585 0.98970
H -2.53512 2.43286 2.65284
O 0.18156 -1.90562 -3.45071
H -0.51546 1.30556 3.63294
O 0.25000 -2.40140 3.24348
H 2.10693 2.34122 -1.37492
O -0.76471 2.08445 -0.56333
H 0.24490 -2.79062 -3.17574
H 1.09183 -2.19339 0.26697
O 1.51297 -4.76324 -1.59205
H -0.05469 -2.93033 4.12262
H -2.86940 -1.31732 -2.57774
H -1.01299 3.71941 -0.12258
H -2.96628 3.62818 1.87814

Atomic partial charges in e from the natural (NBO) method, atoms 1 to 8: number 1, O, carries -0.98; number 2, H, carries 0.45; number 3, H, carries 0.47; number 4, H, carries 0.49; number 5, H, carries 0.50; number 6, O, carries -1.00; number 7, H, carries 0.47; number 8, H, carries 0.49

Molecular formula: H30O19S
Method: DFT, wB97M-V/def2-TZVPD

Properties
HOMO-LUMO gap = 9.744 eV
charge = -2
energy relative to the best compared isomer or geometry (same formula, charge and spin) = 2.401 eV
F_max = 3.7 eV Å⁻¹
total energy = -50228.7006 eV
LUMO = 5.02 eV

Element x y z (Å)
H 1.74844 -4.15492 -0.47496
O 0.56861 -1.31732 0.15107
O -3.59252 -1.92469 -0.52404
H -2.77088 -1.37694 -0.52712
H 2.71317 1.70809 -2.55221
H 0.86618 1.11702 2.03833
O -0.61251 -2.48113 2.40309
O 1.80295 1.12236 2.37107
H -0.41013 0.00977 2.87577
H -0.51778 0.55839 -3.72618
H 1.80891 -1.49838 1.11494
H -0.86747 -1.84155 -3.38842
O -1.41223 2.56771 2.32942
H -1.48053 -1.42459 -2.00641
H -2.24376 0.58651 1.41718
O -3.15620 0.41214 1.63381
O -2.80728 0.85191 -2.32423
H -3.56314 -2.50225 -1.27623
H 2.36717 -2.33697 2.24921
O -0.49821 -0.28946 3.79487
H 2.27757 -0.37272 -1.97081
H -1.02880 1.81291 1.84889
O 0.54252 0.83046 -0.82535
H 2.92162 -1.66495 -1.37340
O -1.68103 -1.74049 -2.87895
O 2.83954 1.28850 -1.71941
O 2.97055 2.89629 0.52486
S -0.24945 -0.12759 -0.07781
O -0.06331 1.31639 -3.37139
H 0.93160 -2.95781 -0.24457
O 0.24246 3.51912 -0.58749
H -2.44311 1.71557 -2.56687
H -2.24816 0.40541 -1.62337
H 2.41794 0.49571 1.90035
H -0.80004 -1.70120 2.93878
H 0.46056 2.60627 -0.72273
H 0.40329 -0.48567 4.07036
H 0.12539 0.98947 -2.46154
H -3.71495 0.58509 0.89526
O 2.60462 -1.61555 1.68365
O -0.54521 0.47892 1.19184
H 1.96692 1.12531 -1.33470
O 0.83026 -3.92201 -0.33099
H 2.62749 2.35144 1.22551
H -0.67791 3.39549 -0.40808
O 2.35071 -1.32364 -2.07321
H 2.99264 2.30506 -0.20281
H -0.20731 -2.17678 1.57925
H -2.31067 2.67023 2.02296
O -1.47853 -0.48492 -0.68715

Atomic partial charges in e from the natural (NBO) method, atoms 1 to 8: number 1, H, carries 0.44; number 2, O, carries -1.09; number 3, O, carries -0.98; number 4, H, carries 0.49; number 5, H, carries 0.48; number 6, H, carries 0.50; number 7, O, carries -1.01; number 8, O, carries -1.01

Molecular formula: H31O15
Method: DFT, wB97M-V/def2-TZVPD

Properties
HOMO-LUMO gap = 10.731 eV
charge = +1
energy relative to the best compared isomer or geometry (same formula, charge and spin) = 4.791 eV
F_max = 4.3 eV Å⁻¹
total energy = -31206.7484 eV
LUMO = -2.93 eV

Element x y z (Å)
O -1.53603 2.68532 -0.37284
H 0.70144 -1.33926 -0.39761
H -0.71722 -4.07324 -1.77209
H 0.54685 -1.07091 2.91222
O -0.97069 -3.38451 -1.17111
O 2.73262 0.42109 -1.78691
O -3.42932 1.17609 0.64484
H 1.47784 3.36176 -0.46438
H 1.32622 2.78043 2.63590
H 0.68573 -0.70207 -3.52706
H 2.06587 0.69130 1.07820
O -1.58432 -3.90965 1.64986
H -1.50059 3.57631 -0.11273
H 2.54792 -0.30314 -2.43311
H 1.98132 1.12481 -2.01022
O 1.00207 -0.51154 2.21939
H 2.89403 -3.74760 -1.97120
H -1.19460 -3.72640 -0.33172
H -1.71735 0.69685 3.69733
H -1.75824 -3.53144 2.50731
H 2.64656 -0.69358 1.13727
H -2.41956 -4.05431 1.05255
O 1.04885 1.99934 3.16018
H -2.39936 1.72233 2.88248
O 1.03498 3.48184 0.41974
O 0.90485 -0.52597 -0.91157
H -3.91793 0.65928 1.32484
O -2.36072 -1.22700 0.53493
O 2.83462 0.12265 0.59391
O -1.52189 1.48831 3.18288
O 2.55852 -3.04139 -1.33121
H 0.56408 2.63787 -3.46295
H 0.15192 2.26798 3.19172
H 2.57082 -0.07230 -0.57121
H -2.89562 0.73545 0.01215
H -3.19261 -1.65945 0.86866
H -1.77837 -1.98508 0.02242
H 1.98495 -3.59907 -0.88775
O 1.02409 0.19529 -3.68419
H -2.44250 2.42121 -0.46007
H 0.99104 0.67389 -4.62737
H 0.18951 0.10035 -0.88728
H 0.60348 0.35513 2.25983
H 0.15768 3.18908 0.28754
H -0.43070 2.23856 -2.55975
O 0.53973 2.35538 -2.54182

Atomic partial charges in e from the natural (NBO) method, atoms 1 to 8: number 1, O, carries -0.98; number 2, H, carries 0.50; number 3, H, carries 0.50; number 4, H, carries 0.49; number 5, O, carries -0.97; number 6, O, carries -0.91; number 7, O, carries -0.99; number 8, H, carries 0.49

Molecular formula: H31O16
Method: DFT, wB97M-V/def2-TZVPD

Properties
HOMO-LUMO gap = 8.884 eV
charge = -1
energy relative to the best compared isomer or geometry (same formula, charge and spin) = 3.324 eV
F_max = 3.1 eV Å⁻¹
total energy = -33264.5052 eV
LUMO = 2.38 eV

Element x y z (Å)
H 0.83256 2.00387 1.33697
H -0.61439 -2.84143 3.18441
H -1.99714 -2.68669 -1.97493
H 2.03327 3.26596 -0.43499
H 0.24286 -0.28911 1.16809
H -3.03460 -3.41508 1.00468
O -2.31699 -3.15986 1.59355
H 2.61614 4.69988 -0.45696
O 2.77921 -1.46957 -0.06339
O -3.26123 0.24712 3.82945
H -2.13811 1.05797 -5.37900
O -1.47080 2.37750 -1.41016
O -3.02328 -0.81388 -0.92430
O -2.16660 -3.61596 -1.80122
H 0.39275 -1.86356 -1.45254
H -4.19221 0.41657 3.71614
O -0.42233 -1.61377 -1.00411
H -2.79723 0.68672 4.53845
O -0.14759 -2.27306 3.79823
H -3.01961 2.59821 -2.53318
H 3.62070 -1.03362 -0.02315
H 1.92977 -1.06237 0.16742
O 3.04859 -1.94478 2.60606
H 2.66548 1.49781 -0.61995
H -2.25928 -1.41645 -1.00661
H -1.27144 1.54922 -0.93419
H 5.33412 0.83246 0.18613
O 3.11955 0.87877 -1.17557
O 0.52199 0.13145 0.34917
O 2.58261 3.86801 -0.93535
H 2.70281 0.58839 -1.97913
H -0.01178 -0.65495 -0.51597
H -4.31776 3.09161 -2.23253
O -1.55886 0.36197 -5.70512
H -3.79543 -1.37761 -1.00930
H -1.99598 -2.33858 1.19775
H -0.83755 0.85492 -6.10903
H 2.81700 -2.31134 3.45686
O -3.80382 2.90248 -3.03008
H 2.44927 -2.04728 1.86198
O 1.14710 2.24303 2.22252
O 5.46475 1.08336 1.10743
H 4.58468 1.22413 1.45365
H -1.57899 -3.64425 -1.02929
H 0.06547 -1.41487 3.43614
H -0.95371 2.92354 -0.80503
H 2.03602 1.90313 2.33000

Atomic partial charges in e from the natural (NBO) method, atoms 1 to 8: number 1, H, carries 0.50; number 2, H, carries 0.49; number 3, H, carries 0.47; number 4, H, carries 0.46; number 5, H, carries 0.44; number 6, H, carries 0.48; number 7, O, carries -0.96; number 8, H, carries 0.47

Molecular formula: H32O16
Method: DFT, wB97M-V/def2-TZVPD

Properties
HOMO-LUMO gap = 10.130 eV
charge = 0
energy relative to the best compared isomer or geometry (same formula, charge and spin) = 10.422 eV
F_max = 10.2 eV Å⁻¹
total energy = -33274.5115 eV
LUMO = -0.48 eV

Element x y z (Å)
H -5.02990 0.73078 0.63675
H -2.74483 -2.16310 5.04198
H 3.36506 -2.19652 2.41733
O -2.47676 4.98932 -0.30774
O 3.09893 2.72281 1.90019
O 4.42311 -3.05653 -0.00646
H 2.35580 -5.40652 -0.32374
H 3.53058 -3.50201 -0.12547
O 3.39680 -1.78221 3.24660
H -2.77587 -3.26917 -0.70183
H -2.17417 1.23583 -5.42329
O 1.73955 -4.58291 -0.30478
H 4.38538 -2.73160 -0.96204
H -0.12256 -1.08202 1.72493
H -1.23318 -1.23794 2.56452
H -0.02437 1.25431 2.48484
H -2.96738 5.35077 0.43006
O -0.63393 2.00983 2.26032
H -1.64315 0.93581 -1.06279
H -0.76591 2.55880 3.03851
H 2.52781 3.96479 -1.43367
H 2.68301 1.87234 1.60370
H 2.46409 5.33271 -0.77856
O 1.37517 1.87659 -1.29187
H 0.88488 -4.48488 -0.17116
O -4.63002 1.37934 1.09803
H 2.20075 -2.81314 -2.03606
H 3.16689 -2.03327 -2.91502
H -2.85957 -0.85386 3.94067
H -1.72230 -3.40202 -1.94447
H 4.13686 -1.08283 3.30235
O -2.38906 1.10201 -0.55983
O -1.37199 0.90021 -5.19938
H -1.25452 1.11270 -4.27750
H -2.38980 0.82192 0.30958
H -1.66489 5.58741 -0.45326
O -1.53015 -1.20351 -1.80121
H -1.30368 -1.39261 -2.76635
O -2.52541 -3.67322 -1.75088
O -1.01723 -1.19481 1.75676
H 3.13458 3.23633 1.06005
H 0.80552 1.08159 -1.27516
H -2.42479 -1.42820 -1.60520
O 3.12008 -2.82415 -2.25943
O -2.56789 -1.37046 4.61435
O 2.60476 4.40553 -0.59082
H -3.93937 1.72043 0.59969
H 0.78310 2.58528 -1.70325

Atomic partial charges in e from the natural (NBO) method, atoms 1 to 8: number 1, H, carries 0.46; number 2, H, carries 0.52; number 3, H, carries 0.48; number 4, O, carries -0.94; number 5, O, carries -0.96; number 6, O, carries -0.98; number 7, H, carries 0.53; number 8, H, carries 0.47

Molecular formula: H32O16
Method: DFT, wB97M-V/def2-TZVPD

Properties
HOMO-LUMO gap = 10.329 eV
charge = 0
energy relative to the best compared isomer or geometry (same formula, charge and spin) = 9.750 eV
F_max = 8.0 eV Å⁻¹
total energy = -33275.1839 eV
LUMO = -0.22 eV

Element x y z (Å)
H -0.84715 -1.48486 1.61615
H 2.90337 -1.01252 -0.61112
O 0.80120 2.36905 -0.05024
H -0.14795 2.67021 -0.41480
H 4.35659 0.00404 -1.43370
H 4.81572 -2.39282 1.46078
O -0.33316 -3.12933 -0.25160
H 2.62905 3.44055 0.19528
O -4.26050 -1.12570 -2.17170
O -5.36320 0.57630 1.00887
O -2.08274 4.76778 0.68496
H -4.77789 -1.90133 -1.71334
H 0.33427 -2.70057 0.20033
H 4.29322 -1.07846 -3.98060
H -2.17735 5.48866 1.39045
O 4.48589 0.24085 -0.47433
O -0.75540 -1.83339 2.51033
O -3.07389 -3.12228 2.38934
H -5.32560 0.12403 0.16195
O 2.23551 -1.60275 -1.10523
H 1.78617 -0.98197 -1.57749
H -2.71014 -3.92053 2.76452
O 4.51657 -3.25500 1.68029
H 0.93297 1.65132 -0.72945
H -2.29559 -0.76942 4.45565
H -3.53174 -2.86191 3.29473
O 4.06959 -1.17464 -3.03206
H -1.51083 -2.59710 2.71488
H -1.20164 0.67188 -3.53812
H 2.56076 1.25523 -2.98384
O 3.50624 3.57934 0.24619
H 3.08385 -0.94766 -2.85019
O -0.45718 0.15921 -3.58494
H -2.27052 3.14611 0.47476
H 3.80521 0.40680 0.03889
H -0.70181 -0.73099 -3.58028
H -2.07679 1.67112 0.91377
H -0.91684 -0.52956 4.97622
O -1.79944 -0.69601 5.27329
O -1.85704 2.33657 0.26406
H -0.80104 -2.44190 -0.50714
H 3.45191 4.70447 0.13037
O 2.58960 1.02667 -2.01654
H -2.69352 5.10910 -0.11732
H -5.72366 -0.08018 1.50808
H 2.79923 1.83375 -1.48178
H -4.51253 -1.24314 -3.02662
H 4.24821 -3.61905 0.87829

Atomic partial charges in e from the natural (NBO) method, atoms 1 to 8: number 1, H, carries 0.46; number 2, H, carries 0.48; number 3, O, carries -1.00; number 4, H, carries 0.51; number 5, H, carries 0.52; number 6, H, carries 0.47; number 7, O, carries -0.91; number 8, H, carries 0.47

Molecular formula: H32O16
Method: DFT, wB97M-V/def2-TZVPD

Properties
HOMO-LUMO gap = 10.165 eV
charge = 0
energy relative to the best compared isomer or geometry (same formula, charge and spin) = 5.106 eV
F_max = 3.4 eV Å⁻¹
total energy = -33279.8277 eV
LUMO = -0.10 eV

Element x y z (Å)
H 6.51800 5.48300 2.37600
O 8.80800 9.53600 -0.86900
O 9.77700 7.62800 2.19600
O 6.87300 7.27500 0.32900
H 5.65900 7.68500 3.67800
H 3.17700 7.39400 1.46700
O 9.85200 7.02300 -0.54500
H 8.90100 7.93400 2.24600
H 4.77200 4.78900 0.07700
H 7.18400 3.75100 0.47600
O 5.28100 9.50400 1.23800
O 7.73300 9.71700 2.41100
H 5.88400 5.67100 -2.41600
H 5.57300 9.42500 -2.35700
H 9.35000 8.72300 -0.71400
H 9.57100 4.52400 2.10900
H 6.61000 4.97600 -1.32700
H 6.39100 6.63500 -0.20800
H 7.85300 9.16800 3.18800
H 4.13300 6.82400 -1.97600
H 6.97600 9.33700 1.90200
O 3.70500 7.11200 0.72000
H 9.16300 10.04200 -0.13600
O 3.34600 6.62500 -2.43000
H 4.74500 10.16800 1.58600
H 5.96800 7.45400 2.24200
H 9.89500 6.99900 1.46400
H 9.55800 8.18800 -3.42000
O 9.60600 4.99900 1.28800
H 8.53800 8.71500 -2.43400
H 5.08600 3.77800 1.11500
H 7.76800 7.49500 -0.00700
O 7.55100 3.88800 -0.42200
H 10.77800 7.21600 -0.61800
O 8.60800 8.41100 -3.33700
O 4.37100 4.02700 0.52800
H 3.06300 6.44300 0.39400
H 4.78800 8.72100 1.09000
H 7.31900 3.02500 -0.79800
O 5.90300 5.63000 -1.47900
H 6.29100 4.17400 2.95200
O 5.24800 8.67000 -1.83000
H 5.71200 8.63300 -1.04100
H 9.74900 6.18500 -0.96200
H 2.83000 6.13000 -1.76200
O 6.59200 4.56800 2.16000
O 5.89000 6.98500 3.11700
H 8.87000 4.79000 0.66800

Atomic partial charges in e from the natural (NBO) method, atoms 1 to 8: number 1, H, carries 0.52; number 2, O, carries -0.98; number 3, O, carries -0.99; number 4, O, carries -1.04; number 5, H, carries 0.48; number 6, H, carries 0.47; number 7, O, carries -0.96; number 8, H, carries 0.47

Molecular formula: H32O16
Method: DFT, wB97M-V/def2-TZVPD

Properties
HOMO-LUMO gap = 10.784 eV
charge = 0
energy relative to the best compared isomer or geometry (same formula, charge and spin) = 6.327 eV
F_max = 2.0 eV Å⁻¹
total energy = -33278.6072 eV
LUMO = -0.08 eV

Element x y z (Å)
H -0.62455 -2.55976 0.74347
H 0.24001 -1.62244 -1.86975
H -4.30375 -1.19404 0.88210
H -2.30775 -0.87157 3.21038
H 0.20218 1.63284 -4.13776
O -0.02759 1.16989 -4.95099
H 0.53591 5.94501 2.24118
H 3.71862 -2.34234 -2.59843
H -2.84245 -0.04351 -3.28903
H -2.89919 0.38718 4.04307
H 4.58595 -1.90216 -0.06063
H -0.55016 -2.07627 -3.11645
O 0.43971 5.97902 1.28290
O 3.87314 -1.81646 0.57588
H 1.38806 -4.25440 1.36358
H -3.81615 -2.00074 3.98504
O -5.55931 -2.24114 -1.59627
O -0.79501 -1.71605 0.33343
O 2.49777 2.87772 -1.97832
H -1.73930 -1.53071 0.24823
H -5.11116 -2.14837 3.10303
H 5.68450 0.52781 2.25738
H 1.14732 5.44949 0.91776
H -3.79098 -1.20860 -0.54216
H 3.53775 3.81567 1.96777
O -0.51838 -1.40810 -2.42015
H 0.11827 4.02248 0.37216
H 1.09162 -5.81646 1.56440
H -5.20303 -1.97485 -2.44680
H 4.53080 1.58812 2.51143
O 3.77625 -1.66480 -1.90682
H 4.00473 -0.95735 1.00382
O 3.66764 3.28705 1.15328
H -5.20494 -3.12213 -1.42686
O -3.77092 0.13770 -3.50223
H 2.96688 2.04997 -1.89113
O 0.68778 3.47020 0.93356
H 2.77375 3.25515 0.79176
H 3.06559 -1.78964 -1.27585
O -4.46620 -1.50338 3.40818
H 2.91460 3.54525 -1.43883
O -3.47367 -1.28432 0.36298
O 1.17152 -5.08792 0.94912
O 5.39278 1.21610 2.88279
H -3.97084 1.00291 -3.13799
O -2.43905 -0.45445 4.06741
H 0.05942 2.75918 1.21253
H -0.65820 0.47325 -4.78213

Atomic partial charges in e from the natural (NBO) method, atoms 1 to 8: number 1, H, carries 0.47; number 2, H, carries 0.49; number 3, H, carries 0.50; number 4, H, carries 0.49; number 5, H, carries 0.48; number 6, O, carries -0.95; number 7, H, carries 0.48; number 8, H, carries 0.48